(1)
The following is a quantum chemistry calculation of 2 unconnected molecules or ions with the total composition CCl2FNO2 in a non-equilibrium geometry, from the Open Molecules 2025 dataset.

Output
multiplicity = 1
maximum force = 5.0 eV/A
total energy = -1263.3045 Eh
LUMO energy (alpha / beta) = -4.10 / -4.10 eV

Geometry (Å):
1 Cl 1.310 1.370 0.052
2 Cl 1.387 -1.474 -0.465
3 F 0.400 -0.476 2.288
4 O -1.276 1.261 -0.450
5 O -1.495 -0.834 -0.747
6 N -0.880 0.131 -0.392
7 C 0.554 0.022 -0.285

natural (NBO) atomic charge list, values in e, 5 entries: 0.401, 0.279, -0.667, -0.308, -0.285


(2)
The following is a quantum chemistry calculation of C15H23NO6S2 in the gas phase in a non-equilibrium geometry, from the Open Molecules 2025 dataset.

Output
multiplicity = 1
maximum force = 3.0 eV/A
total energy = -1887.9077 Eh
LUMO energy = 0.32 eV

Geometry (Å):
1 S -0.133 0.009 4.692
2 S 1.670 2.224 4.482
3 O -0.975 -1.455 1.957
4 O -1.451 -1.526 -1.009
5 O 0.243 -3.316 -0.361
6 O 1.473 -2.547 1.796
7 O -2.945 -0.042 0.784
8 O 3.008 0.507 -3.083
9 N -0.404 1.996 2.770
10 C 0.343 3.196 -0.513
11 C 1.975 2.071 0.872
12 C 2.699 1.682 -0.258
13 C 2.268 2.141 -1.524
14 C -1.694 0.631 1.076
15 C 1.039 2.815 -1.664
16 C 0.047 3.213 2.032
17 C -0.604 -0.412 1.071
18 C 0.789 2.813 0.772
19 C -1.697 1.418 2.369
20 C -0.294 -0.931 -0.357
21 C 3.152 1.889 -2.740
22 C 0.340 1.443 3.853
23 C 0.830 -2.031 -0.462
24 C 1.943 -1.929 0.605
25 H -1.215 -2.485 -1.017
26 H 1.260 -1.913 -1.466
27 H 2.815 -2.462 0.292
28 H 3.591 1.088 -0.161
29 H 0.711 3.812 2.664
30 H 0.923 0.106 5.501
31 H -2.170 0.827 3.203
32 H -2.965 -0.484 -0.102
33 H 0.044 -0.072 -0.940
34 H -2.434 2.215 2.292
35 H 4.234 2.066 -2.504
36 H 3.702 0.296 -3.749
37 H 0.311 0.040 1.463
38 H -1.942 -1.618 1.850
39 H -0.788 3.865 1.778
40 H 0.547 -3.753 0.481
41 H -1.479 1.292 0.263
42 H 0.664 3.100 -2.668
43 H 2.334 1.808 1.874
44 H -0.587 3.717 -0.654
45 H 2.895 2.533 -3.570
46 H 0.629 -2.101 2.084
47 H 2.171 -0.867 0.796

natural (NBO) atomic charge list, values in e, 5 entries: 0.117, -0.184, -0.761, -0.767, -0.757


(3)
The following is a quantum chemistry calculation of C5H12N2O in the gas phase in a non-equilibrium geometry, from the Open Molecules 2025 dataset.

Output
multiplicity = 1
maximum force = 3.6 eV/A
total energy = -382.4274 Eh
LUMO energy = 0.88 eV

Geometry (Å):
1 O -1.452 -0.269 1.331
2 N -1.228 -2.214 -0.592
3 N 0.676 0.455 0.881
4 C -0.446 -0.969 -0.756
5 C -0.991 -0.152 -1.877
6 C 1.208 0.495 2.242
7 C -0.485 -0.232 0.610
8 C 1.142 1.530 0.003
9 H -0.196 0.511 -2.253
10 H 1.755 2.204 0.583
11 H 0.601 -1.332 -0.876
12 H 1.472 -0.517 2.564
13 H -1.525 -0.585 -2.708
14 H 0.343 2.114 -0.448
15 H 1.771 1.132 -0.833
16 H -1.725 0.644 -1.563
17 H -2.105 -2.036 -0.128
18 H -1.241 -2.773 -1.430
19 H 2.003 1.232 2.307
20 H 0.422 0.760 2.943

natural (NBO) atomic charge list, values in e, 5 entries: -0.572, -0.854, -0.502, -0.154, -0.638


(4)
The following is a quantum chemistry calculation of C5H6N2 in the gas phase, from the Open Molecules 2025 dataset.

Output
multiplicity = 1
maximum force = 0.9 eV/A
total energy = -303.4355 Eh
LUMO energy = 0.63 eV

Geometry (Å):
1 N 0.018 -0.553 0.946
2 N 1.104 1.130 -0.299
3 C 0.994 -1.130 0.027
4 C -1.420 1.149 0.336
5 C 1.764 0.014 -0.451
6 C -0.016 0.715 0.373
7 C -1.204 -0.276 -0.132
8 H 0.136 -1.124 -0.857
9 H -1.605 1.868 -0.461
10 H 1.452 -2.094 0.233
11 H -1.948 1.351 1.268
12 H -1.961 -1.041 0.044
13 H 2.686 -0.008 -1.028

natural (NBO) atomic charge list, values in e, 5 entries: -0.363, -0.430, -0.366, -0.444, 0.131


(5)
The following is a quantum chemistry calculation of a molecular structure, C51H67N2P3RuSi in a non-equilibrium geometry, from the Open Molecules 2025 dataset.

Output
multiplicity = 5
maximum force = 1.8 eV/A
total charge = +2
⟨S²⟩ = 6.027
total energy = -3500.9700 Eh
LUMO energy (alpha / beta) = -4.91 / -7.26 eV

Geometry (Å):
1 Ru -0.062 0.005 -0.065
2 P -0.279 -1.256 -2.306
3 P -1.388 -0.166 2.178
4 P 2.364 0.606 0.105
5 Si 0.692 -2.158 0.634
6 N 2.227 -0.080 2.819
7 N -1.016 1.567 -0.650
8 C -4.410 3.457 1.143
9 C -2.542 4.755 -0.459
10 C -4.405 4.841 1.059
11 C -0.158 2.898 -4.619
12 C -0.966 -3.248 4.861
13 C 2.521 -1.872 1.164
14 C 3.393 -0.199 -2.379
15 C -0.288 -0.720 -4.109
16 C -2.559 3.365 -0.386
17 C -2.494 -3.215 -2.496
18 C -3.892 -1.140 3.357
19 C -3.488 2.722 0.423
20 C -2.344 3.892 -4.611
21 C 3.358 0.074 3.417
22 C 2.862 -0.469 1.555
23 C 1.512 -5.450 -1.787
24 C 2.648 2.392 0.562
25 C -3.010 -0.747 -2.467
26 C 3.667 0.523 4.782
27 C -0.850 -1.700 3.017
28 C 1.635 2.804 1.624
29 C -3.663 -1.164 0.899
30 C -1.008 -1.717 -5.030
31 C 1.079 -0.364 -4.686
32 C 1.192 -4.664 -0.692
33 C 0.778 -3.350 -0.856
34 C 3.833 0.049 -0.945
35 C -1.153 1.294 3.365
36 C -2.402 1.869 4.027
37 C 2.447 3.256 -0.682
38 C -3.469 5.485 0.263
39 C 4.246 -0.252 2.233
40 C 1.448 -4.910 -3.060
41 C 5.135 -1.439 2.306
42 C -1.471 2.903 -2.602
43 C -2.494 3.572 -3.276
44 C 0.113 -3.898 2.830
45 C 0.978 -3.621 -3.248
46 C -0.318 -4.211 4.106
47 C 5.051 0.966 -0.930
48 C -1.181 3.556 -5.287
49 C -1.232 -2.003 4.320
50 C 0.605 -2.847 -2.153
51 C -0.098 1.019 4.433
52 C -2.044 -1.837 -2.012
53 C 3.431 -2.852 1.289
54 C -3.264 -0.425 2.168
55 C -0.141 -2.651 2.279
56 C -0.306 2.560 -3.287
57 C 4.747 -2.634 1.847
58 C -1.619 2.535 -1.179
59 H 0.908 -3.230 -4.250
60 H -4.972 -1.129 3.216
61 H 3.298 1.538 4.922
62 H 3.667 2.506 0.946
63 H 3.020 2.907 -1.536
64 H -4.745 -1.266 0.852
65 H 0.753 2.653 -5.142
66 H -1.957 -1.316 -5.373
67 H 2.481 -0.799 -2.392
68 H -5.129 5.414 1.614
69 H 1.760 -1.210 -4.694
70 H -3.233 -2.165 0.890
71 H -3.410 3.823 -2.763
72 H -3.477 6.560 0.187
73 H -3.692 -0.655 4.305
74 H 4.738 0.510 4.964
75 H -3.000 -0.642 -3.547
76 H -0.135 -5.194 4.511
77 H -3.575 -2.179 3.410
78 H -3.139 4.404 -5.128
79 H -1.806 5.253 -1.072
80 H -3.144 2.193 3.305
81 H 5.410 -3.483 1.906
82 H 4.849 1.915 -1.416
83 H 0.645 -4.639 2.257
84 H 0.754 0.477 4.027
85 H -3.336 -0.606 0.026
86 H -3.494 1.643 0.426
87 H 1.262 -5.087 0.298
88 H -4.024 -1.010 -2.181
89 H -2.094 2.745 4.593
90 H 1.742 -5.499 -3.916
91 H -1.078 3.795 -6.334
92 H 5.431 1.164 0.067
93 H -1.276 -3.471 5.869
94 H -1.192 -2.671 -4.552
95 H 1.835 -6.470 -1.643
96 H -0.403 -1.908 -5.912
97 H 1.542 0.453 -4.146
98 H 4.165 -0.735 -2.924
99 H 1.779 2.259 2.554
100 H 0.625 2.607 1.247
101 H 0.935 -0.041 -5.715
102 H -0.516 0.440 5.250
103 H -3.339 -3.526 -1.885
104 H -0.776 2.074 2.692
105 H 3.170 -0.112 5.512
106 H 1.393 3.270 -0.954
107 H -5.149 2.953 1.747
108 H 5.849 0.479 -1.486
109 H 3.217 0.743 -2.890
110 H 6.111 -1.302 2.744
111 H 4.802 0.631 1.910
112 H -2.751 0.217 -2.025
113 H -2.050 -1.891 -0.913
114 H 1.724 3.870 1.824
115 H 0.252 1.964 4.845
116 H -1.756 -1.278 4.921
117 H -2.834 -3.207 -3.527
118 H -1.713 -3.963 -2.380
119 H 4.108 -0.919 -0.506
120 H 2.752 4.277 -0.473
121 H -2.856 1.176 4.727
122 H -0.864 0.214 -4.055
123 H 0.481 2.041 -2.750
124 H -3.675 0.586 2.128
125 H 3.183 -3.857 0.981

Löwdin atomic charge list, values in e, 5 entries: 0.776, 1.048, 1.095, 1.084, 0.642


(6)
The following is a quantum chemistry calculation of a molecular structure, C40H60CaF6O28 in a non-equilibrium geometry, from the Open Molecules 2025 dataset.

Output
multiplicity = 1
maximum force = 2.4 eV/A
total energy = -4944.0049 Eh
LUMO energy = 0.03 eV

Geometry (Å):
1 Ca -6.634 -16.552 8.629
2 F -10.491 -18.952 7.074
3 F -5.794 -16.542 13.777
4 F -7.607 -16.693 12.592
5 F -10.212 -16.841 6.665
6 F -6.716 -14.750 13.060
7 F -10.071 -18.295 5.064
8 O -9.277 -13.166 2.000
9 O -2.548 -13.948 3.170
10 O -7.402 -17.240 6.235
11 O -3.164 -13.781 8.120
12 O -3.532 -18.323 6.004
13 O -8.391 -21.208 4.096
14 O -4.876 -15.024 7.386
15 O -4.063 -15.034 1.976
16 O -9.341 -13.442 6.915
17 O -4.850 -17.990 7.756
18 O -12.023 -19.029 0.818
19 O -1.748 -19.669 0.079
20 O -3.850 -19.602 -0.545
21 O -4.624 -20.034 6.848
22 O -4.012 -13.400 6.110
23 O -7.294 -12.630 6.670
24 O -7.542 -14.629 7.599
25 O -11.282 -13.101 3.004
26 O -5.737 -15.226 10.448
27 O -9.252 -22.188 2.321
28 O -8.027 -18.388 8.032
29 O -2.636 -16.192 3.271
30 O -2.417 -21.015 -1.584
31 O -9.827 -14.638 3.616
32 O -13.712 -18.406 2.082
33 O -5.735 -17.387 10.765
34 O -14.139 -19.390 0.114
35 O -7.942 -20.386 2.059
36 C -8.162 -11.571 6.219
37 C -2.909 -12.467 6.200
38 C -13.365 -19.011 0.928
39 C -4.584 -18.763 1.534
40 C -11.405 -18.736 2.081
41 C -10.035 -13.613 2.793
42 C -4.392 -18.740 6.963
43 C -2.357 -12.739 7.604
44 C -4.231 -13.656 1.585
45 C -9.556 -12.143 6.340
46 C -3.516 -11.109 5.941
47 C -5.544 -18.589 11.507
48 C -12.579 -18.115 2.895
49 C -9.793 -22.934 3.408
50 C -4.095 -14.150 7.231
51 C -5.668 -13.270 1.871
52 C -10.269 -17.779 1.822
53 C -3.723 -18.459 0.317
54 C -5.732 -19.756 10.572
55 C -7.717 -11.084 4.861
56 C -2.208 -18.445 0.597
57 C -5.363 -20.847 4.748
58 C -5.583 -16.111 11.430
59 C -8.036 -13.655 7.136
60 C -10.951 -14.922 4.408
61 C -8.248 -18.286 6.715
62 C -8.517 -21.157 2.768
63 C -3.288 -19.351 5.067
64 C -9.935 -21.944 5.795
65 C -9.062 -22.360 4.641
66 C -11.939 -13.783 4.082
67 C -7.375 -17.035 4.837
68 C -3.217 -12.913 2.456
69 C -6.447 -16.013 12.709
70 C -9.752 -18.078 6.374
71 C -3.038 -15.148 2.873
72 C -4.142 -20.533 5.570
73 C -2.657 -20.195 -0.764
74 C -13.302 -14.252 3.610
75 C -6.248 -16.093 4.488
76 H -12.435 -17.039 2.962
77 H -6.048 -16.148 3.417
78 H -10.717 -21.272 5.431
79 H -2.760 -10.324 6.041
80 H -6.447 -15.088 4.859
81 H -10.661 -16.938 1.246
82 H -5.192 -21.357 3.801
83 H -8.308 -23.097 4.926
84 H -9.452 -21.354 6.574
85 H -9.573 -23.985 3.243
86 H -4.547 -16.142 11.827
87 H -3.704 -12.250 3.169
88 H -13.191 -14.814 2.681
89 H -4.335 -19.726 1.980
90 H -13.846 -14.872 4.326
91 H -10.689 -14.936 5.461
92 H -2.474 -12.375 1.868
93 H -6.685 -19.765 10.036
94 H -1.684 -17.647 0.057
95 H -10.350 -22.847 6.246
96 H -3.966 -13.559 0.533
97 H -8.243 -10.169 4.593
98 H -10.020 -12.219 5.358
99 H -13.958 -13.393 3.458
100 H -5.308 -16.441 4.929
101 H -10.873 -22.784 3.468
102 H -2.251 -19.666 4.973
103 H -5.641 -18.839 1.267
104 H -12.137 -13.182 4.972
105 H -11.397 -15.882 4.155
106 H -3.733 -19.010 4.133
107 H -4.072 -10.962 5.019
108 H -7.975 -19.217 6.180
109 H -3.589 -21.430 5.849
110 H -8.323 -16.626 4.472
111 H -6.270 -18.685 12.314
112 H -7.234 -17.947 4.239
113 H -5.871 -19.908 4.520
114 H -9.575 -18.289 1.151
115 H -4.581 -17.944 2.258
116 H -2.414 -11.860 8.250
117 H -11.159 -19.714 2.502
118 H -12.711 -18.596 3.861
119 H -4.228 -10.900 6.747
120 H -6.635 -10.973 4.838
121 H -2.201 -12.823 5.449
122 H -4.527 -18.605 11.908
123 H -5.782 -20.700 11.126
124 H -5.823 -12.203 1.701
125 H -1.305 -13.018 7.575
126 H -6.025 -13.570 2.856
127 H -10.174 -11.580 7.035
128 H -1.965 -18.265 1.644
129 H -4.948 -19.881 9.824
130 H -5.966 -21.484 5.395
131 H -9.727 -17.442 2.702
132 H -6.362 -13.797 1.211
133 H -8.000 -10.809 6.990
134 H -4.141 -17.582 -0.173
135 H -7.961 -11.849 4.118

Löwdin atomic charge list, values in e, 5 entries: 1.549, 0.141, 0.109, 0.129, 0.131